The following is a DFT calculation (wB97M-V/def2-TZVPD) of a molecular structure, C5H2IO2 in a non-equilibrium geometry.

As for the multiplicity: 1. For the HOMO energy, the calculation gives -4.72 eV. Its net charge is -1. The calculation puts the gap between HOMO and LUMO at 7.22 eV.

Geometry (Å):
C1 -0.419 0.282 -0.132
C2 0.640 -0.639 -0.164
C3 -2.644 1.320 0.268
C4 -1.743 0.428 0.221
C5 0.944 -1.915 0.041
O1 -3.721 1.827 0.314
O2 1.353 -3.078 -0.021
I1 3.782 0.594 0.228
H1 -0.058 1.225 -0.530
H2 1.865 -0.044 -0.223

---

The following is a DFT calculation (wB97M-V/def2-TZVPD) of a gas-phase ion, C39H38NO (charge +1) in a non-equilibrium geometry.

As for the multiplicity: 1. For the HOMO energy, the calculation gives -10.48 eV. Its net charge is +1. As for the SMILES: Cc1ccc([C@H](c2ccc(Oc3ccccc3)cc2)[C@@H](C(c2ccccc2)=[N+]2CCCCC2)c2ccccc2)cc1. The calculation puts the gap between HOMO and LUMO at 6.88 eV. The value obtained for the energy above the lowest of the compared OMol25 structures with the same formula, charge and spin is 0.0 kcal/mol.

Geometry (Å):
C1 -0.706 6.068 3.267
C2 -0.744 4.677 2.700
C3 -1.046 3.580 3.508
C4 -0.984 2.286 2.992
C5 -0.674 2.060 1.644
C6 -0.519 0.637 1.068
C7 0.804 0.521 0.331
C8 0.946 0.820 -1.019
C9 2.066 0.357 -1.704
C10 3.091 -0.255 -0.974
O1 4.190 -0.809 -1.658
C11 5.274 0.034 -1.868
C12 6.512 -0.596 -2.024
C13 7.655 0.189 -2.150
C14 7.553 1.586 -2.170
C15 6.304 2.199 -2.052
C16 5.149 1.428 -1.886
C17 3.043 -0.365 0.419
C18 1.885 0.033 1.062
C19 -1.669 0.126 0.287
C20 -1.382 -1.261 -0.331
C21 -0.718 -2.232 0.546
C22 -1.379 -2.667 1.713
C23 -0.689 -3.378 2.686
C24 0.610 -3.822 2.428
C25 1.189 -3.599 1.173
C26 0.530 -2.823 0.226
N1 -1.687 -1.633 -1.573
C27 -2.381 -0.727 -2.520
C28 -2.344 -1.173 -3.987
C29 -2.457 -2.676 -4.241
C30 -1.486 -3.427 -3.351
C31 -1.740 -3.096 -1.885
C32 -2.918 0.049 1.169
C33 -2.859 -0.133 2.558
C34 -4.036 -0.129 3.325
C35 -5.276 -0.022 2.686
C36 -5.332 0.124 1.297
C37 -4.158 0.189 0.545
C38 -0.461 3.166 0.817
C39 -0.485 4.458 1.346
H1 -0.619 6.807 2.462
H2 -1.609 6.291 3.852
H3 0.159 6.201 3.932
H4 -1.331 3.732 4.551
H5 -1.184 1.448 3.658
H6 -0.382 -0.015 1.928
H7 0.182 1.385 -1.553
H8 2.147 0.467 -2.788
H9 6.541 -1.685 -2.008
H10 8.626 -0.300 -2.234
H11 8.453 2.195 -2.278
H12 6.209 3.285 -2.083
H13 4.171 1.894 -1.763
H14 3.882 -0.805 0.962
H15 1.792 -0.102 2.144
H16 -1.909 0.828 -0.525
H17 -2.449 -2.457 1.823
H18 -1.173 -3.589 3.644
H19 1.152 -4.397 3.180
H20 2.160 -4.032 0.921
H21 0.979 -2.625 -0.752
H22 -3.430 -0.619 -2.201
H23 -1.916 0.265 -2.471
H24 -3.154 -0.662 -4.517
H25 -1.409 -0.815 -4.438
H26 -3.477 -3.029 -4.050
H27 -2.223 -2.888 -5.288
H28 -1.599 -4.512 -3.464
H29 -0.445 -3.188 -3.610
H30 -0.999 -3.646 -1.298
H31 -2.737 -3.470 -1.588
H32 -1.918 -0.323 3.081
H33 -3.965 -0.224 4.414
H34 -6.194 -0.065 3.276
H35 -6.284 0.209 0.772
H36 -4.171 0.348 -0.537
H37 -0.246 3.019 -0.240
H38 -0.299 5.310 0.685

---

The following is a DFT calculation (wB97M-V/def2-TZVPD) of C8H12S in the gas phase in a non-equilibrium geometry.

As for the multiplicity: 1. For the HOMO energy (alpha / beta), the calculation gives -6.86 / -7.02 eV. Its net charge is 0. The calculation puts the gap between HOMO and LUMO (alpha / beta) at 6.43 / 7.21 eV. The value obtained for the energy above the lowest of the compared OMol25 structures with the same formula, charge and spin is 107.0 kcal/mol.

Geometry (Å):
C1 -1.349 0.408 -0.320
C2 0.689 -2.024 -0.049
C3 0.012 0.423 -0.193
C4 0.959 -0.594 0.111
C5 -3.738 0.527 0.599
C6 -0.437 -2.615 -0.573
C7 0.631 1.809 -0.459
C8 2.337 -0.196 0.570
S1 -2.709 -0.515 -0.068
H1 -1.732 1.325 -0.510
H2 1.498 -2.688 0.271
H3 -4.774 0.176 0.855
H4 -3.406 1.489 0.706
H5 -0.505 -3.723 -0.650
H6 -1.189 -2.044 -1.084
H7 1.609 1.694 -1.070
H8 1.004 2.352 0.416
H9 -0.169 2.330 -0.928
H10 2.794 -0.937 1.299
H11 2.205 0.783 1.227
H12 3.082 -0.158 -0.132

---

The following is a DFT calculation (wB97M-V/def2-TZVPD) of a molecular structure, C35H43F4N2PPb in a non-equilibrium geometry.

As for the multiplicity: 1. For the HOMO energy, the calculation gives -6.94 eV. Its net charge is 0. The calculation puts the gap between HOMO and LUMO at 7.29 eV. The value obtained for the energy above the lowest of the compared OMol25 structures with the same formula, charge and spin is 0.0 kcal/mol.

Geometry (Å):
Pb1 -0.507 -0.216 0.310
C1 0.348 3.683 2.173
C2 -0.198 2.443 2.868
N1 0.486 1.193 2.507
C3 1.945 1.320 2.487
C4 2.607 1.672 3.825
C5 0.026 0.136 3.412
C6 0.691 -1.220 3.173
N2 0.903 -1.467 1.762
C7 1.647 -2.520 1.410
C8 2.191 -2.599 0.101
F1 1.958 -1.570 -0.761
C9 2.938 -3.661 -0.354
F2 3.402 -3.639 -1.621
C10 3.233 -4.743 0.458
C11 2.737 -4.700 1.748
F3 2.973 -5.744 2.568
C12 1.985 -3.641 2.218
F4 1.531 -3.743 3.496
H1 -0.354 4.505 2.286
H2 0.480 3.482 1.115
H3 1.302 3.992 2.593
H4 -1.249 2.317 2.596
H5 -0.155 2.609 3.957
H6 2.206 2.072 1.740
H7 2.338 0.370 2.128
H8 2.197 2.580 4.261
H9 3.669 1.829 3.666
H10 2.491 0.865 4.542
H11 -1.052 0.044 3.257
H12 0.181 0.415 4.466
H13 0.053 -1.978 3.647
H14 1.656 -1.256 3.694
H15 3.803 -5.581 0.102
C13 -1.473 -2.307 -0.976
C14 -1.795 -2.446 0.395
C15 -2.715 -1.397 0.730
C16 -3.088 -0.742 -0.505
C17 -2.322 -1.286 -1.535
C18 -2.456 -1.075 -3.008
C19 -4.250 0.193 -0.618
C20 -3.547 -1.352 1.975
C21 -1.422 -3.586 1.283
C22 -0.716 -3.292 -1.805
H16 -2.674 -2.032 -3.482
H17 -1.542 -0.684 -3.455
H18 -3.266 -0.391 -3.240
H19 -5.170 -0.352 -0.400
H20 -4.324 0.601 -1.621
H21 -4.181 1.020 0.089
H22 -4.404 -2.020 1.879
H23 -3.924 -0.348 2.157
H24 -2.972 -1.668 2.839
H25 -2.255 -4.288 1.357
H26 -1.180 -3.251 2.289
H27 -0.569 -4.124 0.885
H28 -1.391 -4.061 -2.185
H29 0.053 -3.784 -1.218
H30 -0.239 -2.814 -2.657
C23 0.126 4.472 -1.520
P1 0.074 2.628 -1.254
C24 1.828 2.239 -1.567
C25 2.177 1.048 -2.195
C26 3.504 0.691 -2.328
C27 4.497 1.503 -1.808
C28 4.160 2.672 -1.145
C29 2.831 3.037 -1.021
C30 -0.780 2.302 -2.850
C31 -2.167 2.354 -2.758
C32 -2.952 2.256 -3.889
C33 -2.351 2.088 -5.125
C34 -0.970 2.032 -5.221
C35 -0.179 2.152 -4.092
H31 0.710 4.689 -2.416
H32 0.563 4.978 -0.662
H33 -0.892 4.835 -1.657
H34 1.399 0.401 -2.571
H35 3.762 -0.226 -2.835
H36 5.536 1.224 -1.908
H37 4.933 3.303 -0.726
H38 2.588 3.949 -0.492
H39 -2.622 2.481 -1.783
H40 -4.027 2.307 -3.806
H41 -2.954 2.003 -6.014
H42 -0.497 1.910 -6.183
H43 0.900 2.129 -4.181